(1)
A cluster of 10 separate species, C36H78N2O8 in total at a distorted geometry, computed with ωB97M-V/def2-TZVPD.

XYZ file:
```
124
C36H78N2O8, DFT ωB97M-V/def2-TZVPD
C 26.213 -4.945 -7.836
C 25.672 -6.375 -8.068
N 24.502 -6.461 -8.937
C 24.698 -5.935 -10.296
C 25.702 -6.744 -11.212
C 23.320 -5.997 -8.249
C 22.059 -6.447 -8.929
H 27.075 -5.073 -7.181
H 25.525 -4.323 -7.264
H 26.521 -4.439 -8.751
H 26.489 -6.921 -8.539
H 25.466 -6.834 -7.101
H 23.718 -5.880 -10.770
H 25.085 -4.916 -10.288
H 25.808 -6.362 -12.228
H 26.695 -6.685 -10.768
H 25.352 -7.776 -11.206
H 23.355 -4.908 -8.208
H 23.327 -6.421 -7.245
H 22.170 -7.414 -9.420
H 21.825 -5.728 -9.714
H 21.301 -6.541 -8.151
C 21.043 -5.666 -14.560
C 20.735 -4.189 -14.484
N 21.423 -3.445 -13.443
C 21.131 -3.994 -12.093
C 22.243 -3.584 -11.127
C 21.160 -1.971 -13.473
C 21.580 -1.300 -14.824
H 20.758 -5.971 -15.567
H 20.384 -6.211 -13.884
H 22.074 -5.889 -14.284
H 21.106 -3.739 -15.405
H 19.666 -4.007 -14.595
H 20.135 -3.626 -11.846
H 20.975 -5.072 -12.122
H 22.237 -2.540 -10.815
H 22.064 -4.132 -10.202
H 23.247 -3.885 -11.425
H 21.584 -1.462 -12.608
H 20.087 -1.875 -13.306
H 22.441 -1.840 -15.218
H 21.916 -0.299 -14.555
H 20.847 -1.179 -15.622
C 27.476 -5.886 -13.093
C 28.164 -5.319 -11.840
C 29.523 -4.646 -12.072
O 27.709 -5.350 -10.708
H 28.240 -6.514 -13.553
H 27.160 -5.096 -13.774
H 26.656 -6.524 -12.765
H 30.202 -5.476 -12.268
H 29.850 -4.135 -11.166
H 29.666 -3.973 -12.918
C 25.814 -4.130 -12.467
C 24.697 -4.908 -13.264
C 23.768 -4.092 -14.224
O 24.567 -6.109 -13.131
H 26.337 -4.784 -11.769
H 25.336 -3.327 -11.905
H 26.630 -3.830 -13.124
H 23.207 -3.338 -13.672
H 23.064 -4.765 -14.713
H 24.352 -3.668 -15.041
C 23.551 -0.944 -18.252
C 24.399 -1.046 -16.974
C 25.083 -2.388 -16.830
O 24.625 -0.072 -16.238
H 22.938 -1.844 -18.283
H 24.141 -0.914 -19.168
H 23.027 0.010 -18.188
H 25.200 -2.657 -17.879
H 24.433 -3.147 -16.394
H 26.028 -2.319 -16.290
C 27.845 -2.821 -10.539
C 27.464 -1.875 -11.659
C 28.468 -0.893 -12.053
O 26.320 -2.022 -12.194
H 28.038 -3.840 -10.873
H 27.025 -2.864 -9.823
H 28.682 -2.420 -9.969
H 28.467 -0.253 -11.170
H 28.084 -0.260 -12.853
H 29.405 -1.407 -12.267
C 25.141 -8.437 -13.481
C 25.891 -9.175 -12.387
C 27.256 -8.665 -11.957
O 25.416 -10.232 -11.883
H 24.233 -8.994 -13.708
H 25.776 -8.384 -14.366
H 24.818 -7.445 -13.165
H 27.159 -7.810 -11.288
H 27.742 -8.271 -12.849
H 27.828 -9.478 -11.511
C 24.074 -6.187 -15.361
C 24.434 -7.403 -16.185
C 25.586 -7.434 -17.167
O 23.939 -8.471 -15.861
H 24.063 -5.272 -15.953
H 24.879 -6.090 -14.634
H 23.097 -6.325 -14.898
H 26.412 -6.925 -16.671
H 25.283 -6.870 -18.049
H 25.910 -8.449 -17.401
C 24.215 -2.436 -10.704
C 24.722 -2.383 -9.287
C 25.228 -1.056 -8.755
O 24.790 -3.372 -8.571
H 25.044 -2.281 -11.395
H 23.489 -1.652 -10.920
H 23.784 -3.413 -10.922
H 24.642 -0.276 -9.241
H 26.277 -0.836 -8.953
H 25.040 -0.944 -7.687
C 24.165 -1.335 -13.333
C 23.719 0.108 -13.098
C 23.608 1.019 -14.252
O 23.252 0.468 -12.027
H 23.471 -2.025 -12.854
H 25.193 -1.486 -13.003
H 24.157 -1.539 -14.404
H 22.560 1.117 -14.533
H 24.247 0.612 -15.036
H 23.851 2.056 -14.020
```

Values from the calculation:
**SMILES**: CCN(CC)CC.CCN(CC)CC.CC(C)=O.CC(C)=O.CC(C)=O.CC(C)=O.CC(C)=O.CC(C)=O.CC(C)=O.CC(C)=O
**Highest occupied orbital energy**: -7.3 eV
**Energy above the lowest of the compared OMol25 structures with the same formula, charge and spin**: 23.7217 eV
**Kohn-Sham gap**: 0.2625 hartree

Mulliken atomic charge list, values in e, 8 entries:
1. C -1.10
2. C -0.77
3. N 0.40
4. C -1.31
5. C -0.26
6. C 0.06
7. C -1.26
8. H 0.58

(2)
A cluster of 4 separate species, C36H78NO2 in total at a distorted geometry, computed with ωB97M-V/def2-TZVPD.

XYZ file:
```
117
C36H78NO2, DFT ωB97M-V/def2-TZVPD
C -1.112 -3.112 1.904
C -0.735 -1.801 2.615
C -1.855 -0.767 2.684
C -2.191 -0.010 1.363
O -1.155 -0.243 0.409
C -0.232 0.768 0.072
C 0.842 1.077 1.139
C 2.005 0.100 0.917
C 1.272 2.552 1.000
C 2.720 2.791 1.453
C 0.340 3.479 1.804
C -3.442 -0.601 0.700
C -4.817 -0.240 1.272
C -5.818 -0.405 0.109
C -5.275 -1.187 2.402
N -4.910 1.179 1.692
O -6.034 1.474 2.218
C -3.754 1.844 2.343
C -3.953 3.374 2.124
C -3.739 1.615 3.855
C -2.442 1.464 1.642
H -1.769 -2.936 1.060
H -1.600 -3.777 2.617
H -0.210 -3.618 1.568
H -0.502 -2.059 3.652
H 0.179 -1.390 2.200
H -2.738 -1.264 3.083
H -1.558 -0.030 3.434
H -0.714 1.680 -0.289
H 0.296 0.364 -0.793
H 0.409 0.903 2.125
H 2.639 -0.011 1.793
H 1.594 -0.886 0.689
H 2.588 0.395 0.046
H 1.215 2.822 -0.058
H 3.448 2.467 0.712
H 2.898 3.852 1.619
H 2.925 2.294 2.402
H -0.583 3.695 1.270
H 0.843 4.407 2.065
H 0.084 2.990 2.745
H -3.409 -0.283 -0.344
H -3.353 -1.684 0.692
H -6.842 -0.413 0.466
H -5.577 -1.279 -0.490
H -5.709 0.469 -0.538
H -4.904 -2.185 2.168
H -4.879 -0.911 3.375
H -6.358 -1.225 2.439
H -4.196 3.870 3.061
H -4.791 3.543 1.454
H -3.053 3.835 1.726
H -4.698 1.911 4.273
H -3.545 0.589 4.151
H -2.980 2.270 4.282
H -2.398 2.043 0.719
H -1.646 1.856 2.279
C 5.775 -1.794 -4.987
C 5.825 -0.270 -4.923
C 6.760 0.263 -3.840
C 6.381 -0.134 -2.413
C 4.979 0.280 -1.975
C 4.763 1.791 -1.969
H 5.391 -2.226 -4.062
H 5.125 -2.128 -5.797
H 6.769 -2.208 -5.165
H 4.815 0.122 -4.774
H 6.160 0.115 -5.889
H 6.807 1.353 -3.916
H 7.776 -0.095 -4.040
H 7.110 0.307 -1.724
H 6.479 -1.218 -2.297
H 4.809 -0.104 -0.964
H 4.227 -0.196 -2.611
H 5.482 2.283 -1.311
H 3.760 2.032 -1.612
H 4.867 2.220 -2.967
C -8.012 1.716 -2.655
C -8.958 1.034 -1.670
C -9.180 -0.448 -1.968
C -9.823 -0.743 -3.324
C -11.177 -0.073 -3.551
C -12.248 -0.512 -2.557
H -8.406 1.702 -3.672
H -7.852 2.759 -2.380
H -7.038 1.220 -2.663
H -9.913 1.566 -1.655
H -8.544 1.126 -0.663
H -9.791 -0.881 -1.171
H -8.216 -0.966 -1.921
H -9.943 -1.827 -3.422
H -9.141 -0.444 -4.125
H -11.514 -0.312 -4.563
H -11.069 1.014 -3.516
H -12.395 -1.593 -2.597
H -13.204 -0.037 -2.780
H -11.981 -0.246 -1.533
C 11.726 -1.398 1.442
C 10.747 -2.489 1.864
C 9.850 -2.976 0.727
C 8.939 -1.906 0.124
C 8.001 -1.220 1.115
C 7.005 -2.175 1.768
H 11.209 -0.500 1.102
H 12.369 -1.109 2.275
H 12.368 -1.745 0.630
H 10.136 -2.130 2.696
H 11.311 -3.343 2.248
H 9.244 -3.812 1.086
H 10.478 -3.385 -0.071
H 8.340 -2.365 -0.669
H 9.550 -1.143 -0.367
H 7.445 -0.445 0.581
H 8.575 -0.704 1.889
H 6.396 -2.676 1.013
H 6.331 -1.636 2.436
H 7.508 -2.941 2.360
```

Values from the calculation:
**Highest occupied orbital energy (spin up / spin down)**: -8.3 / -9.4 eV
**⟨S²⟩**: 0.7539
**Kohn-Sham gap (spin up / spin down)**: 0.3285 / 0.3639 hartree
**Multiplicity**: 2

Mulliken atomic charge list, values in e, 8 entries:
1. C -1.35
2. C -0.31
3. C -1.13
4. C 2.99
5. O -0.41
6. C -1.44
7. C 1.99
8. C -2.41

Molar mass
In order: 667.0, 557.0
Unit: g mol⁻¹
Calculated total energy
In order: -57931.7600, -44181.1907
Unit: eV